{
  "formula": "C6H18F4O3Pb",
  "method": "ωB97M-V with the def2-TZVPD basis set",
  "spin_multiplicity": 1,
  "charge": -2,
  "de_lowest_ev": 1.405,
  "homo_lumo_gap_ev": 6.13,
  "e_tot_ha": -1057.385313,
  "elements": ["Pb", "F", "F", "F", "F", "C", "C", "O", "H", "H", "H", "H", "H", "H", "C", "C", "O", "H", "H", "H", "H", "H", "H", "C", "C", "O", "H", "H", "H", "H", "H", "H"],
  "coordinates": [[10.02905, -5.89010, 1.88249], [10.97691, -8.28786, 1.62010], [11.71516, -6.04510, 3.87406], [8.22217, -5.69199, 0.07598], [12.42580, -5.47988, 0.82001], [7.68456, -3.65497, 4.89034], [9.15904, -3.51602, 4.37523], [9.22981, -3.72685, 2.93000], [7.72363, -3.66390, 5.97960], [7.18591, -4.58430, 4.61505], [7.02436, -2.84074, 4.59153], [9.80884, -4.29390, 4.77618], [9.55440, -2.50380, 4.46012], [9.26580, -2.87689, 2.48517], [8.92157, -2.48681, -2.36329], [10.08654, -3.28508, -1.62870], [9.58861, -3.49995, -0.34896], [7.96594, -2.75953, -1.91554], [8.73765, -2.94486, -3.33513], [9.01543, -1.41146, -2.21194], [10.98463, -2.66753, -1.61543], [10.41199, -4.22126, -2.08229], [9.06928, -4.30734, -0.34772], [7.93458, -9.20321, 4.29592], [8.25467, -7.71089, 4.32208], [8.03620, -7.12637, 3.13737], [6.92308, -9.32133, 3.90732], [7.85460, -9.51281, 5.33796], [8.73200, -9.65964, 3.70951], [9.27492, -7.53644, 4.66374], [7.55921, -7.35093, 5.08027], [7.12277, -7.32458, 2.91835]],
  "forces_ev_per_a": [[4.264, -2.247, -1.030], [-1.125, 0.710, 0.153], [-1.380, 0.431, 0.046], [0.160, 0.298, 0.024], [-1.284, 0.342, 0.034], [0.951, 0.162, 0.234], [-1.157, -0.285, -1.748], [-0.678, 0.584, 1.043], [-0.034, 0.124, 0.224], [0.424, -0.115, -0.348], [0.182, 0.160, -0.175], [0.143, 0.203, 0.296], [0.021, -0.104, 1.034], [0.015, -0.056, -0.282], [0.312, -1.794, 0.214], [-1.456, 1.006, -0.135], [1.319, 1.125, 0.910], [0.172, -0.075, 0.683], [0.520, 1.037, -0.849], [0.171, 0.000, -0.769], [0.052, 0.153, 0.338], [-0.429, -0.108, -0.371], [-0.999, -1.448, 0.270], [0.487, 0.677, 0.208], [-0.013, -1.759, 2.853], [-0.802, 1.169, -1.960], [0.038, -0.260, -0.491], [0.467, -0.499, 0.022], [-0.391, -0.614, 0.033], [0.122, 0.122, -0.234], [-0.048, 0.810, 0.476], [-0.023, 0.250, -0.702]]
}